280
Properties=species:S:1:pos:R:3:forces:R:3:lowdin_charge:R:1 method="wB97M-V/def2-TZVPD" gap_ev=8.1 charge=0 lumo_energy_ev=0.285
C -1.1430 3.4921 7.9813 1.274 2.486 -1.543 -0.61
O -0.5299 4.2943 7.1910 -1.896 -1.994 2.036 -0.05
N -0.5969 2.2973 8.2779 2.076 -0.339 -1.149 0.18
N -2.3352 3.8153 8.5888 0.423 -1.072 0.057 0.17
H -0.7473 1.6876 9.0428 -0.904 -0.048 0.786 0.10
H 0.3772 2.2088 7.9460 -0.759 0.039 -0.015 0.10
H -2.9600 3.0520 8.8064 0.177 0.012 0.127 0.10
H -2.8102 4.6011 8.2234 -0.202 0.832 -0.463 0.08
C -0.6289 2.1143 -2.0753 -0.755 -1.208 -0.791 -0.61
O -1.5670 1.2834 -2.1081 1.569 0.536 0.690 -0.02
N -0.8996 3.4520 -1.9292 3.643 -0.217 -0.163 0.17
N 0.6996 1.8202 -2.2582 0.089 1.482 0.863 0.18
H -0.2782 4.0007 -2.5337 -0.223 0.494 0.490 0.09
H -1.8197 3.6518 -2.0540 -3.173 0.701 -0.497 0.06
H 0.9360 0.8472 -2.0828 0.280 0.411 -0.165 0.09
H 1.4132 2.6222 -2.0879 -1.387 -1.966 -0.277 0.12
C 2.4242 4.2013 -0.1639 -0.441 0.146 -1.033 -0.64
O 2.5392 4.3939 -1.3983 -0.117 -0.390 1.022 -0.04
N 1.2157 3.8904 0.3864 -0.377 0.539 -2.970 0.20
N 3.4462 4.3583 0.7024 0.046 1.131 -1.802 0.21
H 0.5202 3.5862 -0.2990 0.266 0.462 0.409 0.06
H 1.1081 3.4901 1.2537 0.229 -0.965 2.584 0.04
H 3.4301 3.8829 1.5308 -0.396 -1.317 2.739 0.04
H 4.3480 4.4698 0.3093 0.715 0.072 -0.659 0.08
C -4.6641 1.3905 -0.2171 -0.787 -0.923 -1.332 -0.57
O -5.8426 1.6576 0.1515 2.203 -0.522 -0.387 -0.01
N -3.6212 2.2451 -0.0687 1.355 1.262 0.342 0.17
N -4.2759 0.2053 -0.9073 0.310 3.572 2.118 0.18
H -3.6532 3.1539 0.4305 -0.477 -1.192 -0.298 0.06
H -2.6786 2.0722 -0.4763 -1.412 -0.334 0.290 0.08
H -3.2829 0.2804 -1.1469 -0.852 -1.056 -0.633 0.06
H -5.0043 -0.4405 -1.1162 -0.208 -0.779 -0.318 0.05
C 1.4587 2.6768 4.3107 0.837 2.010 -1.722 -0.63
O 2.0795 2.6587 3.2047 -0.802 -0.617 1.769 -0.05
N 0.3986 1.9043 4.5924 -0.199 -0.973 -1.329 0.21
N 1.7224 3.6324 5.2561 1.282 -0.301 -0.562 0.17
H -0.0223 1.4688 3.7764 0.006 -0.206 0.271 0.10
H -0.1500 1.9593 5.4252 0.026 0.147 0.360 0.08
H 0.9264 3.9768 5.7399 -0.452 0.424 0.859 0.04
H 2.4977 4.2668 5.0567 -0.711 -0.422 0.019 0.12
C 1.3340 -1.2263 -6.0115 2.088 0.336 -1.060 -0.12
O 1.6839 -0.0777 -5.2677 0.036 1.583 -0.535 -0.23
C 2.0925 1.1151 -6.0533 -0.399 -0.910 0.882 -0.17
C 2.1472 2.2898 -5.0683 2.256 0.184 -2.316 -0.18
N 2.6325 3.4832 -5.8793 -1.280 0.280 1.754 -0.04
C 2.5587 4.6868 -4.9894 0.399 -0.925 0.645 -0.20
C 1.1236 5.2409 -4.9921 0.695 0.957 0.643 -0.19
O 0.6058 5.6225 -3.7108 0.826 -0.160 -0.189 -0.23
C 1.1710 6.8449 -3.2252 0.621 -0.678 -0.160 -0.10
H 2.1295 -1.3241 -6.8106 -0.737 -0.392 0.544 0.10
H 0.3884 -1.1420 -6.5391 -0.408 -0.014 0.229 0.08
H 1.4085 -2.0959 -5.3432 -0.295 0.394 -0.299 0.06
H 1.4509 1.3465 -6.9272 -0.134 -0.356 0.619 0.13
H 3.1129 0.9708 -6.4670 -0.336 -0.236 0.234 0.11
H 2.8761 2.0123 -4.2924 -0.157 0.252 0.091 0.10
H 1.2205 2.5280 -4.6063 -0.812 0.071 0.146 0.08
H 3.5576 3.3570 -6.2629 0.093 -0.186 0.398 0.06
H 3.3130 5.4082 -5.2076 0.399 0.716 -1.119 0.09
H 2.9129 4.4719 -3.9557 -0.798 -0.410 -0.148 0.10
H 0.5263 4.4403 -5.3463 -0.913 -0.543 -0.389 0.10
H 1.0196 6.1185 -5.6488 0.072 -0.332 -0.174 0.12
H 1.1791 6.7613 -2.1273 -0.618 0.660 -0.472 0.09
H 0.7121 7.6647 -3.7676 -0.843 0.485 0.725 0.08
H 2.2189 7.0432 -3.4818 0.294 -0.906 -0.112 0.08
C 6.9051 8.3734 -2.8098 0.949 0.510 1.586 -0.09
O 7.1139 7.5182 -1.6638 -0.680 -0.177 -0.842 -0.19
C 6.2051 6.4139 -1.6093 0.016 0.167 -0.274 -0.23
C 6.8553 5.1568 -2.1494 -1.289 -0.682 -0.927 -0.19
N 5.8772 4.0240 -2.0571 -0.820 0.483 0.100 -0.06
C 6.2884 2.7849 -2.6982 0.942 0.347 -0.225 -0.20
C 6.7594 2.9879 -4.1511 -1.683 1.791 0.029 -0.16
O 5.7742 3.8121 -4.8850 -0.447 -0.422 0.273 -0.24
C 6.0469 3.8956 -6.2823 1.899 0.085 0.535 -0.12
H 6.3715 9.2647 -2.5083 -1.015 0.019 0.147 0.08
H 6.4370 7.9008 -3.6664 0.201 -0.197 -0.110 0.08
H 7.8727 8.8349 -2.9865 0.353 -0.539 -0.744 0.08
H 5.3740 6.5914 -2.3392 0.041 0.055 1.146 0.13
H 5.8860 6.2691 -0.5663 -0.209 0.261 -0.383 0.12
H 7.7877 4.8768 -1.6444 -0.185 0.145 -0.167 0.13
H 6.9953 5.4464 -3.2109 0.707 -0.484 0.281 0.11
H 4.9239 4.2617 -2.4320 1.357 0.117 0.532 0.10
H 5.4950 2.0304 -2.6524 0.054 0.320 0.042 0.09
H 7.1749 2.3712 -2.1494 -0.627 0.152 -0.360 0.13
H 6.7810 2.0280 -4.6241 0.808 -0.558 -0.537 0.10
H 7.6450 3.6289 -4.1215 0.485 -0.806 -0.369 0.11
H 6.1206 2.8850 -6.6978 -0.287 0.065 -0.278 0.08
H 7.0672 4.3401 -6.3791 -0.443 -0.217 -0.232 0.09
H 5.3926 4.5530 -6.8851 -0.215 -0.451 0.869 0.09
C 3.4234 0.5259 -1.7673 0.093 0.889 -1.846 -0.16
O 2.6706 -0.1332 -0.8132 -0.942 -0.241 0.997 -0.23
C 2.8282 0.3068 0.5614 0.232 -0.074 -0.933 -0.16
C 1.9168 -0.5328 1.4274 -0.585 1.163 1.284 -0.17
N 0.4827 -0.0778 1.3386 1.226 -0.170 -0.413 -0.03
C -0.3725 -1.1973 1.6792 -1.458 0.031 -1.205 -0.19
C -1.8612 -0.7550 1.6302 2.248 -1.037 -0.279 -0.23
O -2.1167 0.1135 2.6800 0.219 -0.115 0.474 -0.17
C -3.4947 0.2681 2.8126 -0.538 0.016 0.790 -0.11
H 2.9607 0.3221 -2.7980 0.413 0.438 1.374 0.11
H 4.4356 0.1371 -1.8592 0.441 -0.063 0.302 0.05
H 3.5128 1.6347 -1.5940 -0.280 -0.773 -0.135 0.09
H 2.5573 1.3742 0.6689 -0.007 -0.334 -0.143 0.11
H 3.8975 0.2168 0.7991 -0.222 -0.160 0.316 0.13
H 2.2580 -0.3885 2.4951 -0.410 -0.133 -0.950 0.12
H 1.9554 -1.5990 1.2189 0.399 -0.188 -0.337 0.09
H 0.2791 0.1713 0.3615 0.235 -0.070 0.414 0.10
H -0.1692 -1.4877 2.6924 0.299 -0.522 0.468 0.09
H -0.2334 -2.0490 0.9424 -0.154 0.639 1.005 0.11
H -2.5017 -1.6397 1.5730 -0.231 -0.051 0.479 0.12
H -1.9740 -0.2455 0.7028 -0.397 0.606 -1.079 0.09
H -3.9658 0.3491 1.8424 -0.311 0.089 -0.083 0.05
H -3.6785 1.1442 3.4155 -0.095 0.507 0.001 0.08
H -3.9347 -0.5673 3.3742 -0.042 -0.211 -0.258 0.09
C -3.7724 -5.2014 0.6876 1.433 1.158 -2.676 -0.17
O -4.6181 -6.2188 0.9501 -1.212 -2.002 1.267 -0.19
C -4.5100 -6.5887 2.3406 -1.002 0.659 -0.140 -0.18
C -3.2859 -7.3704 2.7427 0.396 0.041 0.983 -0.23
N -3.4976 -8.7734 2.9403 0.230 -0.791 1.215 -0.09
C -3.8534 -9.4728 1.7454 -1.130 -0.562 -0.901 -0.21
C -2.6885 -9.6744 0.7322 -1.265 2.126 1.299 -0.19
O -2.6241 -8.5581 -0.1172 0.978 0.837 -0.510 -0.23
C -3.4157 -8.6463 -1.2952 0.864 0.859 0.264 -0.08
H -3.6405 -5.1055 -0.4129 -0.500 -0.135 0.240 0.10
H -2.7464 -5.4601 0.9353 0.290 0.544 0.901 0.08
H -4.1779 -4.2284 0.9746 0.526 0.083 0.749 0.07
H -5.3909 -7.2326 2.5760 0.384 0.760 -0.169 0.13
H -4.5374 -5.6395 2.9227 -0.288 -0.524 -0.142 0.13
H -2.8937 -7.0345 3.6937 -0.215 0.536 0.442 0.12
H -2.4443 -7.2077 2.1073 0.420 0.006 -0.949 0.10
H -4.2005 -8.9246 3.6925 0.765 0.110 -0.935 0.13
H -4.7032 -8.8880 1.2944 0.536 -0.946 -0.442 0.12
H -4.1988 -10.4658 2.0311 -0.280 -0.039 0.032 0.12
H -2.7629 -10.5446 0.1293 -0.161 -1.195 -0.212 0.10
H -1.8097 -9.6568 1.3520 0.715 -0.297 0.004 0.12
H -4.3407 -8.0463 -1.1260 0.267 -0.914 -0.429 0.10
H -3.4750 -9.7120 -1.4812 -1.018 -0.147 -0.534 0.08
H -2.8319 -8.2081 -2.1436 -0.515 -0.159 0.689 0.08
C 3.3565 2.2285 8.4064 -0.266 -0.286 -1.244 -0.10
O 2.6148 1.3869 7.4636 1.068 -0.442 1.526 -0.26
C 3.2440 0.0556 7.3953 -0.597 1.522 -1.754 -0.17
C 2.5946 -0.6500 6.1933 1.015 -0.426 -0.335 -0.24
N 1.3262 -1.1790 6.5802 -0.933 0.059 0.455 -0.07
C 0.5528 -1.5854 5.4097 0.393 -0.374 0.118 -0.22
C -0.8736 -1.7566 5.8427 -0.395 0.036 -0.745 -0.23
O -1.2230 -0.4862 6.2884 -1.100 1.027 1.102 -0.23
C -2.5963 -0.3013 6.6204 0.764 1.538 -1.704 -0.07
H 3.4577 1.7684 9.3873 -0.411 -0.139 0.219 0.07
H 2.7610 3.1566 8.4472 0.642 -0.259 0.119 0.08
H 4.4213 2.3892 8.0786 -1.034 0.117 -0.126 0.09
H 3.0285 -0.5215 8.3182 0.649 0.345 -0.390 0.13
H 4.2912 0.3069 7.1194 -0.258 -0.802 0.758 0.12
H 3.2073 -1.5483 5.9026 -0.101 0.902 0.146 0.13
H 2.5158 0.0163 5.2682 0.319 -0.396 1.160 0.12
H 0.7997 -0.4906 7.1471 0.320 -0.499 -0.873 0.11
H 0.9448 -2.5258 4.9741 -0.013 0.324 0.315 0.13
H 0.6423 -0.8043 4.6442 -0.305 -0.076 -0.158 0.08
H -0.9398 -2.4850 6.6505 -0.087 -0.260 0.099 0.13
H -1.5750 -2.0143 5.0273 0.434 -0.317 0.029 0.13
H -3.2199 -0.5166 5.7218 0.210 0.423 0.509 0.09
H -2.6484 0.7589 6.9540 -0.289 -0.597 -0.544 0.08
H -2.9630 -0.8805 7.4137 -0.181 -1.282 1.305 0.06
C -5.4356 3.9804 2.5140 0.049 -0.225 0.804 -0.01
C -4.8964 5.3914 2.1202 -1.191 -2.418 -0.375 -0.57
C -5.5824 6.4738 2.8604 -2.790 -0.465 0.746 -0.17
C -5.3392 6.4492 4.3452 -0.704 -0.712 0.508 -0.20
C -3.8800 6.6461 4.5711 1.341 0.384 0.513 -0.14
C -2.9626 5.6477 3.7589 -0.447 0.377 -0.240 -0.45
N -3.5127 5.5575 2.3562 1.596 0.877 0.781 -0.09
O -2.8064 4.6300 1.5536 0.930 -0.146 -0.036 -0.05
C -1.6092 6.3107 3.6164 -0.107 0.952 0.506 -0.05
C -2.7226 4.3176 4.5477 -2.469 0.260 -0.979 -0.01
C -5.1585 5.4987 0.6411 0.116 0.752 -1.319 -0.03
H -6.3853 3.7893 2.0113 0.098 -0.016 -0.048 0.09
H -5.6380 3.9084 3.6046 0.273 -0.161 -0.645 0.07
H -4.7294 3.1725 2.2051 -0.561 0.683 0.336 0.07
H -5.4674 7.4598 2.4971 1.226 1.140 -0.647 0.12
H -6.6655 6.4125 2.6850 -0.064 -0.658 0.056 0.13
H -5.6488 5.4633 4.8529 0.128 1.508 -0.841 0.13
H -5.9205 7.2870 4.7601 0.165 -0.430 0.325 0.12
H -3.7012 6.5293 5.6637 0.393 0.006 -0.653 0.12
H -3.5670 7.7016 4.3181 -0.374 -1.035 0.081 0.13
H -1.6288 7.3376 3.1378 -0.068 -1.182 0.740 0.11
H -1.1655 6.2869 4.6142 0.129 0.683 0.048 0.09
H -0.9781 5.6671 3.0684 0.840 -0.659 -1.015 0.05
H -2.0156 3.6935 4.0834 1.401 -0.486 -0.816 0.05
H -2.3493 4.5989 5.5238 -0.286 -0.329 0.375 0.05
H -3.6362 3.6480 4.4853 0.714 1.011 0.848 0.09
H -4.5840 6.3580 0.3530 0.412 0.666 -0.634 0.08
H -6.1887 5.7611 0.3883 -0.093 -0.316 0.333 0.10
H -4.8454 4.6751 -0.0302 -0.279 0.233 0.788 0.08
H -2.2289 5.1718 0.9805 -0.402 -0.255 0.471 0.12
C -8.5714 -2.4590 1.1264 1.414 1.003 0.624 -0.02
C -7.1155 -2.3558 0.3836 -1.194 -0.103 2.347 -0.43
C -6.7185 -3.7529 -0.1605 -0.455 1.232 0.004 -0.15
C -7.3508 -4.1067 -1.4599 -1.857 0.111 -0.780 -0.20
C -7.2732 -2.9655 -2.4587 -0.029 0.627 0.350 -0.13
C -7.7541 -1.5491 -1.9663 -1.240 -2.245 1.700 -0.47
N -7.1214 -1.2770 -0.5947 0.298 -0.557 -2.927 -0.12
O -7.7543 -0.1178 -0.1306 0.120 0.405 0.688 -0.08
C -7.2284 -0.5447 -2.9251 0.662 -0.225 -0.327 -0.06
C -9.3342 -1.3567 -1.8381 0.238 -1.190 -1.204 -0.02
C -6.0006 -1.8894 1.4012 -2.437 0.010 0.218 -0.04
H -8.9828 -1.4270 1.1975 0.355 -0.738 0.089 0.08
H -8.5482 -2.8953 2.1582 0.425 0.344 -0.807 0.08
H -9.2869 -3.0354 0.5847 -0.300 -0.589 -0.612 0.04
H -5.6718 -3.8032 -0.3482 1.043 0.366 -0.103 0.08
H -6.8778 -4.4542 0.6326 -0.346 -0.547 0.455 0.12
H -8.4291 -4.3787 -1.4572 0.352 0.187 0.776 0.12
H -6.9220 -4.9766 -1.9282 0.584 -0.448 0.006 0.10
H -7.8364 -3.3655 -3.3243 0.397 0.963 -0.031 0.12
H -6.2281 -2.7403 -2.7089 -0.018 -0.574 -0.319 0.11
H -7.5357 0.3957 -2.5011 0.278 0.811 -0.435 0.08
H -6.1171 -0.6445 -3.0472 -0.988 0.349 0.143 0.09
H -7.7043 -0.7573 -3.8840 0.043 0.419 -0.127 0.09
H -9.4547 -0.2728 -1.7826 -0.631 -0.348 0.088 0.07
H -9.9179 -1.8201 -2.6951 1.024 0.908 0.319 0.09
H -9.8258 -1.8922 -1.0152 0.642 0.575 0.195 0.05
H -6.2856 -0.8386 1.6954 0.720 -1.076 -0.105 0.10
H -5.0843 -1.9637 0.8630 0.894 0.373 -0.228 0.04
H -5.9658 -2.5592 2.2755 -0.047 0.301 -0.142 0.08
H -7.0390 0.5720 -0.0416 -0.149 -0.381 -0.020 0.04
C -0.9244 -6.0861 -2.7673 -0.634 -0.646 0.201 -0.04
C 0.4472 -5.6347 -3.2034 0.869 1.147 0.027 -0.47
C 0.3053 -4.2539 -3.9735 -0.198 0.369 0.610 -0.10
C 0.0054 -3.0612 -3.0098 -1.200 -0.507 -0.870 -0.17
C 1.1218 -3.0511 -2.0313 2.321 1.475 0.511 -0.16
C 1.2456 -4.3048 -1.2215 -0.908 -0.384 2.027 -0.53
N 1.4081 -5.4584 -2.0775 -0.586 0.387 -0.732 -0.11
O 1.5378 -6.6351 -1.3209 -0.311 -0.413 0.272 -0.03
C 2.5324 -4.2569 -0.4325 1.498 -0.584 0.998 -0.04
C 0.0374 -4.4484 -0.2219 1.312 1.104 0.292 -0.01
C 1.1421 -6.7183 -4.0246 -2.019 1.208 -1.592 -0.02
H -1.5792 -6.3279 -3.5946 0.062 -0.058 -0.527 0.09
H -1.5103 -5.4332 -2.1451 0.071 0.814 0.175 0.06
H -0.8681 -6.9899 -2.1805 0.204 -0.562 0.167 0.07
H 1.1990 -3.9470 -4.5240 0.285 -0.576 0.185 0.10
H -0.4795 -4.2993 -4.7314 -0.116 -0.441 0.078 0.12
H -1.0028 -3.1950 -2.5160 1.034 0.000 -0.322 0.12
H -0.1143 -2.1038 -3.5612 0.343 -0.568 0.199 0.11
H 1.1293 -2.1793 -1.3345 -0.377 -0.547 -0.292 0.12
H 2.1737 -2.9584 -2.4865 -1.578 -0.002 -0.175 0.14
H 2.7797 -3.3983 0.2255 -0.400 0.333 -1.153 0.08
H 2.5605 -5.0172 0.3509 -0.202 -0.554 -0.335 0.08
H 3.3340 -4.5299 -1.1526 -0.145 0.618 0.651 0.10
H 0.3889 -4.0495 0.7572 -0.559 -0.223 -0.599 0.09
H -0.8126 -3.8876 -0.5823 -0.343 0.140 0.151 0.06
H -0.2640 -5.4603 -0.0574 -0.252 -0.700 0.129 0.05
H 0.6240 -6.6936 -5.0214 0.739 -0.514 0.621 0.10
H 1.0030 -7.6385 -3.5242 -0.166 -1.161 0.233 0.06
H 2.1864 -6.5235 -4.0926 0.731 0.299 -0.298 0.08
H 0.7322 -6.7944 -0.7712 0.481 0.340 -0.592 0.10
C 5.2069 -1.2782 -5.2688 -0.028 -1.104 0.230 -0.02
C 6.2305 -2.0966 -4.4167 -1.327 0.460 -0.453 -0.51
C 7.5813 -1.4665 -4.6446 0.413 -0.574 -1.160 -0.17
C 8.6256 -2.0085 -3.7042 1.759 1.300 -0.097 -0.18
C 8.1553 -1.6310 -2.2949 1.360 -1.362 0.039 -0.15
C 6.8310 -2.2886 -2.0025 -1.155 1.367 1.562 -0.51
N 5.8889 -1.8276 -3.0245 -1.202 -0.124 0.167 -0.07
O 4.5793 -2.4438 -2.8038 0.281 0.682 0.396 -0.06
C 6.8502 -3.8153 -1.7925 -0.940 1.042 1.064 -0.01
C 6.3409 -1.6434 -0.6562 0.956 0.562 -0.201 -0.03
C 6.2195 -3.5925 -4.8260 1.709 0.177 -0.514 -0.01
H 5.5553 -1.1179 -6.2676 0.668 0.275 -0.630 0.07
H 4.9498 -0.3482 -4.8056 0.205 0.734 0.388 0.07
H 4.2598 -1.7644 -5.4302 -0.411 -0.606 0.329 0.06
H 7.7997 -1.6522 -5.7172 0.252 0.192 0.520 0.13
H 7.5513 -0.3922 -4.4846 -0.330 0.241 -0.120 0.11
H 9.5612 -1.3689 -3.8525 -0.784 -1.290 -0.135 0.13
H 8.8429 -3.0922 -3.8948 -0.062 1.024 0.515 0.12
H 8.1863 -0.5302 -2.1503 -0.493 -0.621 -0.276 0.12
H 8.8612 -2.0342 -1.5460 -0.099 0.166 -0.208 0.13
H 7.4322 -4.0005 -0.8819 -0.564 -0.218 0.087 0.09
H 5.7823 -4.1656 -1.7712 1.165 0.171 0.394 0.10
H 7.3526 -4.3325 -2.5452 0.743 -0.760 -1.402 0.03
H 6.4308 -0.5309 -0.5102 0.281 -0.897 -0.802 0.10
H 5.3100 -1.8377 -0.5572 -1.292 -0.556 0.505 0.04
H 6.8982 -2.0910 0.1632 -0.121 -0.129 0.175 0.08
H 5.3836 -4.1463 -4.4387 -0.306 -0.112 0.288 0.08
H 7.1950 -4.1024 -4.5725 -1.199 0.452 0.006 0.08
H 6.2037 -3.6532 -5.9178 -0.261 0.100 -0.027 0.08
H 4.0504 -1.7704 -2.3161 0.623 -0.537 -0.550 0.07